This record from the OMol25 dataset describes C10H20N4O4 as an isolated structure in a non-equilibrium geometry. The level of theory is ωB97M-V/def2-TZVPD.

Results
**Relative energy (zero: lowest compared OMol25 entry of this formula, charge and spin)**: 9.129 eV
**Orbital gap**: 9.1 eV

The geometry in XYZ format:
```
38
Properties=species:S:1:pos:R:3:forces:R:3
C -0.7242 0.2866 -0.3327 -2.1 -0.4 -2.0
C 0.7155 -0.2714 -0.6147 -1.5 -1.1 -1.8
C -1.8445 -0.5747 -1.0692 0.9 -1.5 -3.0
C -3.2998 -0.2875 -0.9734 -1.0 4.5 0.0
C -3.7661 -0.3324 0.5787 2.1 -1.6 -1.5
C -5.2608 -0.0347 0.4262 -2.1 1.9 0.7
C 2.7804 0.2361 0.6338 1.4 1.4 0.6
C 3.2097 1.5218 0.0700 -0.5 5.2 -1.9
C 3.6644 -0.7246 -0.0845 -0.8 -3.7 -3.6
C 4.9465 -0.9363 0.6331 -0.1 2.8 2.8
H -0.6716 1.8850 -1.6129 -1.2 -0.7 0.1
H -0.1180 2.3406 -0.3219 -2.4 -1.8 0.3
H -0.8202 0.2862 0.7483 -0.7 -0.8 0.1
H -1.7223 -0.5414 -2.3203 0.7 -0.3 3.5
H -1.8578 -1.6204 -0.7002 1.2 0.2 -0.5
H -3.9954 -0.8702 -1.7628 1.8 1.1 2.1
H -3.2962 0.9367 -1.3592 -0.8 -3.2 1.2
H -2.7979 0.1715 1.2907 -3.8 -0.8 -2.0
H -3.7432 -1.4894 0.8492 0.2 2.2 -0.2
H -5.6402 0.8175 -0.2575 1.4 -0.7 1.3
H -5.6690 -0.8544 -0.1245 0.2 -0.9 -0.5
H -5.4587 -0.7890 2.2310 -2.6 3.0 -0.4
H -6.2498 0.9724 2.0556 1.1 -3.2 -0.3
H 0.6376 0.6279 1.2191 3.2 -1.5 -1.7
H 3.2668 0.3008 1.6289 -0.9 -0.4 0.2
H 2.8698 -1.6584 -0.2898 2.9 1.9 0.2
H 4.3220 -0.4030 -1.1662 -3.2 -0.6 2.7
H 6.6756 -1.7911 0.5819 -0.3 -0.3 -0.9
H 5.6966 -2.8537 -0.6764 -0.1 5.1 3.0
H 4.7986 2.5838 -0.4717 -0.6 -1.2 0.7
N -1.0039 1.7118 -0.6364 4.3 2.1 -1.0
N -6.1159 -0.0549 1.6677 2.3 0.1 0.9
N 1.3514 0.0573 0.5810 -0.4 0.2 -0.1
N 5.8469 -1.7297 -0.0346 1.4 -3.9 -0.1
O 1.0360 -0.9282 -1.6721 -0.3 2.8 4.5
O 2.3854 2.3859 -0.3303 3.2 -2.4 1.1
O 5.2023 -0.0942 1.6068 0.2 -4.9 -3.5
O 4.6499 1.7179 0.0094 -3.2 1.3 -0.9
```
Positions in Å, forces in eV/Å.